Molecular formula: C17H20BrFN6O2
Method: DFT, the ωB97M-V functional and the def2-TZVPD basis

Results
HOMO-LUMO gap = 9.51 eV
HOMO = -9.320 eV
Structure (SMILES) = O=C(NCC[C@@H](F)Cn1cc(C2(C3CC3)CC2)nn1)c1ncnc(O)c1Br

ORCA input file:
```
! RIJCOSX wB97M-V def2-TZVPD def2/J DEFGRID3
* xyz 0 1
O -0.37 -1.58 2.81
C -1.21 -1.62 1.93
N -2.44 -1.08 2.06
C -2.72 -0.22 3.21
C -2.11 1.16 3.00
C -2.80 1.93 1.89
F -3.80 2.73 2.43
C -1.87 2.85 1.11
N -0.90 2.07 0.37
C 0.44 2.20 0.35
C 0.87 1.21 -0.51
C 2.24 0.87 -0.95
C 2.43 0.99 -2.44
C 3.52 0.26 -3.18
C 2.08 -0.15 -3.35
C 3.38 1.27 -0.05
C 2.98 -0.18 -0.16
N -0.23 0.54 -0.95
N -1.29 1.07 -0.42
C -0.85 -2.26 0.58
N 0.47 -2.31 0.40
C 0.91 -2.78 -0.75
N 0.17 -3.21 -1.77
C -1.13 -3.18 -1.59
O -1.91 -3.62 -2.58
C -1.72 -2.73 -0.40
Br -3.60 -2.84 -0.29
H -3.06 -1.06 1.28
H -3.80 -0.16 3.32
H -2.30 -0.69 4.09
H -2.18 1.76 3.92
H -1.05 1.03 2.78
H -3.28 1.26 1.18
H -2.46 3.46 0.42
H -1.33 3.51 1.79
H 0.97 2.95 0.91
H 2.20 1.98 -2.82
H 4.00 0.78 -3.99
H 4.17 -0.40 -2.62
H 1.76 -1.07 -2.88
H 1.59 0.08 -4.29
H 4.29 1.58 -0.53
H 3.16 1.78 0.88
H 2.45 -0.63 0.66
H 3.65 -0.84 -0.69
H 1.99 -2.81 -0.89
H -1.32 -3.89 -3.30
*
```

---

Molecular formula: C17H20BrIMnN5O3
Method: DFT, the ωB97M-V functional and the def2-TZVPD basis

Results
⟨S²⟩ = 6.239
HOMO-LUMO gap (spin up / spin down) = 7.36 / 4.90 eV
HOMO (spin up / spin down) = -15.593 / -15.596 eV

ORCA input file:
```
! RIJCOSX wB97M-V def2-TZVPD def2/J DEFGRID3
* xyz 2 5
Mn -0.78 0.37 1.01
C -3.95 -4.03 -0.82
C -3.29 -2.95 -0.01
C -3.48 -2.86 1.38
C -2.88 -1.86 2.14
C -2.10 -1.00 1.40
Br -0.57 1.26 3.16
N -1.92 -1.06 0.13
C -2.48 -2.02 -0.63
H -4.31 -4.84 -0.18
H -3.27 -4.45 -1.56
H -4.81 -3.63 -1.36
H -4.11 -3.59 1.87
H -3.00 -1.79 3.21
H -2.26 -2.03 -1.69
I -2.87 4.80 -2.51
C -2.58 3.70 -0.89
C -2.51 4.14 0.45
N -2.17 3.10 1.17
N -2.02 1.97 0.41
C -2.25 2.31 -0.83
H -2.67 5.12 0.88
H -1.97 3.01 2.16
H -2.17 1.61 -1.64
C 2.27 -1.87 -1.87
C 3.10 -1.54 -0.64
C 2.88 -0.10 -0.12
C 3.71 0.15 1.17
C 3.53 1.54 1.76
C 3.32 0.90 -1.19
O 4.43 0.91 -1.62
N 2.37 1.83 -1.65
C 1.06 1.93 -1.26
O 0.30 2.76 -1.70
N 0.64 0.99 -0.33
C 1.44 0.09 0.20
O 0.82 -0.63 1.08
H 2.48 -2.89 -2.21
H 2.50 -1.21 -2.71
H 1.19 -1.82 -1.67
H 4.16 -1.62 -0.86
H 2.88 -2.23 0.17
H 4.75 -0.02 0.88
H 3.44 -0.62 1.89
H 3.84 2.32 1.06
H 4.14 1.65 2.65
H 2.49 1.72 2.05
H 2.70 2.49 -2.34
*
```